# 1
The following is a DFT calculation (ωB97M-V/def2-TZVPD) of a molecular structure, C4H7IN.

Output
highest occupied orbital energy (spin up / spin down) = -0.489 / -0.489 hartree
charge = +1
HOMO-LUMO gap (spin up / spin down) = 7.7785 / 7.7791 eV
spin multiplicity = 1

CARTESIAN COORDINATES (ANGSTROEM)
C -1.140 0.156 1.276
C -0.497 -1.889 0.166
C 1.077 0.850 -0.681
C -0.417 0.627 -0.513
N -0.600 -0.584 0.293
I -0.189 0.848 2.917
H -0.412 -2.364 -0.734
H -0.521 -2.585 1.014
H 1.462 0.218 -1.383
H 1.334 1.723 -1.220
H 1.508 0.972 0.347
H -0.885 0.505 -1.522
H -0.720 1.523 0.039

# 2
The following is a DFT calculation (ωB97M-V/def2-TZVPD) of a molecular structure, C4H7IN2OS.

Output
highest occupied orbital energy = -0.359 hartree
charge = 0
HOMO-LUMO gap = 8.6851 eV
spin multiplicity = 1

CARTESIAN COORDINATES (ANGSTROEM)
C 0.871 1.701 0.825
C 0.239 0.394 1.098
C -1.222 0.413 0.862
C 0.947 -0.748 0.346
N 1.359 2.746 0.851
N 0.381 1.480 -1.567
O 1.496 2.846 -3.387
S 1.417 2.585 -1.962
I 0.637 0.115 3.216
H -1.580 -0.455 1.570
H -1.354 0.224 -0.244
H -1.782 1.301 1.042
H 0.871 -0.588 -0.677
H 0.315 -1.667 0.559
H 1.942 -0.739 0.537
H -0.404 1.220 -2.137

# 3
The following is a DFT calculation (ωB97M-V/def2-TZVPD) of a gas-phase ion, C4H7INO (charge +1).

Output
highest occupied orbital energy = -0.502 hartree
charge = +1
HOMO-LUMO gap = 9.2105 eV
spin multiplicity = 1

CARTESIAN COORDINATES (ANGSTROEM)
C 1.050 1.392 0.145
C 0.658 0.766 -1.271
C 0.118 0.616 1.125
C -0.696 -0.206 0.102
N -0.480 -1.691 -0.021
O 1.903 2.178 0.346
I -2.788 0.282 -0.077
H 0.045 1.206 -2.005
H 1.443 0.122 -1.533
H 0.906 0.200 1.781
H -0.534 1.207 1.714
H -0.922 -1.913 -0.871
H -1.144 -2.122 0.694
H 0.442 -2.036 -0.129

# 4
The following is a DFT calculation (ωB97M-V/def2-TZVPD) of a molecular structure, C4H7KO3.

Output
highest occupied orbital energy (spin up / spin down) = -0.413 / -0.497 hartree
charge = +1
HOMO-LUMO gap (spin up / spin down) = 7.6153 / 9.6904 eV
spin multiplicity = 2

CARTESIAN COORDINATES (ANGSTROEM)
O 2.212 -0.533 0.450
C 3.322 -0.340 1.004
H 3.899 -1.213 1.346
H 3.543 0.659 1.415
O -0.660 0.502 0.210
O 0.911 2.023 0.392
C 0.591 0.877 0.196
C -1.104 -0.774 -0.335
H -0.297 -1.301 -0.854
H -1.356 -1.391 0.534
K -1.037 3.547 1.312
C -2.282 -0.543 -1.245
H -2.033 0.158 -2.052
H -2.565 -1.504 -1.693
H -3.145 -0.166 -0.681

# 5
The following is a DFT calculation (ωB97M-V/def2-TZVPD) of a molecular structure, C4H7LaLiO2.

Output
highest occupied orbital energy (spin up / spin down) = -0.542 / -0.545 hartree
charge = +2
HOMO-LUMO gap (spin up / spin down) = 5.6783 / 5.6833 eV
spin multiplicity = 2

CARTESIAN COORDINATES (ANGSTROEM)
H 0.033 -1.062 1.644
C 0.539 -0.272 -0.688
C -0.322 -0.966 0.356
C -1.425 0.021 0.303
C -1.019 1.451 0.174
O 0.362 1.376 -0.045
O 1.857 -0.300 -0.594
Li 3.551 -0.849 -0.149
La 2.677 1.760 0.334
H 0.186 -0.434 -1.722
H -1.384 -2.400 -0.445
H 0.019 -2.004 0.403
H -2.442 -0.269 0.044
H -1.194 2.007 1.112
H -1.439 1.940 -0.726

# 6
The following is a DFT calculation (ωB97M-V/def2-TZVPD) of a molecular structure, C4H7LaO3.

Output
highest occupied orbital energy (spin up / spin down) = -0.430 / -0.515 hartree
charge = +1
HOMO-LUMO gap (spin up / spin down) = 7.3050 / 9.5194 eV
spin multiplicity = 2

CARTESIAN COORDINATES (ANGSTROEM)
O -1.501 -0.685 1.151
C -2.362 -0.113 0.236
C -1.706 0.126 -1.088
O -0.433 0.642 -0.916
C 0.548 0.526 -1.957
C 1.908 0.656 -1.270
O 1.995 -0.162 -0.148
La 0.458 -0.463 1.105
H -2.900 0.782 0.619
H -2.027 -0.140 -2.101
H 0.382 1.306 -2.714
H 0.437 -0.467 -2.421
H 2.061 1.723 -1.008
H 2.678 0.407 -2.027
H -3.157 -0.686 -0.463

# 7
The following is a DFT calculation (ωB97M-V/def2-TZVPD) of a molecular structure, C4H7LiO2.

Output
highest occupied orbital energy = -0.270 hartree
charge = 0
HOMO-LUMO gap = 7.3988 eV
spin multiplicity = 1

CARTESIAN COORDINATES (ANGSTROEM)
O -0.182 0.067 -1.053
C 0.285 1.345 -1.130
C 0.574 2.063 -0.043
H 0.220 1.772 0.950
H 0.451 1.712 -2.146
H 1.039 3.040 -0.170
Li 0.427 -0.762 0.538
C -0.819 -1.699 2.125
C -0.920 -0.394 2.523
O -0.999 -2.047 0.870
H -0.787 -2.471 2.923
H -1.262 0.410 1.858
H -0.724 -0.124 3.562
H -0.850 -0.174 -1.730

# 8
The following is a DFT calculation (ωB97M-V/def2-TZVPD) of a molecular structure, C4H7LiO3.

Output
highest occupied orbital energy = -0.237 hartree
charge = 0
HOMO-LUMO gap = 6.6342 eV
spin multiplicity = 1

CARTESIAN COORDINATES (ANGSTROEM)
H -2.646 -1.839 -0.541
O -0.326 1.139 0.193
C 0.669 0.272 0.204
O 0.546 -0.924 0.408
O 1.790 0.881 -0.058
C 2.973 0.081 -0.161
H 3.152 -0.445 0.784
H 2.869 -0.637 -0.982
H 3.785 0.783 -0.368
C -1.605 0.671 0.532
H -1.829 0.744 1.599
C -2.508 0.429 -0.437
H -2.234 0.539 -1.490
H -3.533 0.207 -0.138
Li -1.102 -1.901 0.455

# 9
The following is a DFT calculation (ωB97M-V/def2-TZVPD) of a molecular structure, C4H7LuO.

Output
highest occupied orbital energy (spin up / spin down) = -0.398 / -0.401 hartree
charge = +1
HOMO-LUMO gap (spin up / spin down) = 7.3829 / 6.8381 eV
spin multiplicity = 2

CARTESIAN COORDINATES (ANGSTROEM)
H 2.402 0.688 -0.272
C 0.760 2.114 -0.711
C 1.373 0.916 0.030
C 1.272 2.025 1.015
O 0.441 2.041 2.022
Lu -1.330 1.075 3.008
H 1.132 2.168 -1.740
H -0.339 2.111 -0.707
H 0.691 0.082 0.227
H 2.445 2.922 1.321
C 2.017 3.454 0.077
H 2.807 3.366 -0.685
H 1.396 4.330 0.335